1.
This record from the OMol25 dataset describes a molecular structure, C47H57As3N8OSSe2W. The level of theory is wB97M-V/def2-TZVPD.

Its electronic energy is -389461.44730 eV. For the HOMO energy, the calculation gives -0.5935 Ha. Its total charge is +4. The energy relative to the best compared isomer or geometry (same formula, charge and spin) is 205.22 kJ/mol. The LUMO energy is -0.45366 Eh.

Each line ends with the Mulliken charge.
Cartesian coordinates (Å):
W 1.49163 -0.53409 -0.60703  1.434
C -0.56745 -4.05787 -2.93029  -1.313
C 0.14232 -3.33649 -1.99449  -0.961
N 0.09345 -1.99824 -1.90176  1.594
C -0.62494 -1.37931 -2.86940  -0.671
C -1.23395 -2.13643 -3.88387  -0.113
N -1.24268 -3.44821 -3.89824  -0.505
C -0.65076 0.06927 -2.86923  0.141
C -1.48213 0.75515 -3.73623  -0.725
C -1.53633 2.14421 -3.75155  0.077
C -0.68950 2.77979 -2.84567  -1.384
C 0.12961 2.05813 -2.00342  0.698
N 0.16738 0.69574 -1.96897  0.897
C 1.06686 2.72047 -1.11587  -0.526
C 1.37256 4.08341 -1.20725  -0.892
N 2.38448 4.62153 -0.56208  -0.457
C 3.09870 3.81661 0.20939  -1.225
C 2.74277 2.49302 0.38699  -0.433
N 1.74209 1.91449 -0.28680  1.362
C -2.42060 2.88449 -4.65643  0.457
C -3.64401 2.34653 -5.05771  -0.459
C -4.43926 3.07941 -5.93184  -0.584
N -4.05808 4.26201 -6.38078  -0.474
C -2.91343 4.80371 -6.00635  -0.538
C -2.05326 4.14238 -5.13589  -0.649
H -0.57267 -5.14076 -2.92981  0.554
H 0.80999 -3.85647 -1.32715  0.848
H -1.70071 -1.64831 -4.72878  0.676
H -2.10813 0.20008 -4.41655  0.562
H -0.69110 3.85698 -2.78627  0.822
H 0.80915 4.75315 -1.84390  0.586
H 3.97096 4.23382 0.69520  0.515
H 3.33000 1.86703 1.04036  0.724
H -4.00329 1.39449 -4.68556  0.467
H -5.39632 2.70759 -6.27679  0.409
H -2.67014 5.78058 -6.40595  0.411
H -1.10434 4.59214 -4.87065  0.521
Se 3.83099 0.56624 -1.59929  0.314
Se 3.01403 -2.52361 -1.32796  0.107
C 2.87103 -1.94946 -3.12930  0.594
C 3.59180 -2.49439 -4.17295  -0.879
C 3.52030 -1.85647 -5.40236  -0.604
C 2.70169 -0.73845 -5.52956  -1.031
C 1.97945 -0.30503 -4.43673  -0.442
N 2.06003 -0.89014 -3.23028  0.508
C 4.44936 -0.06815 0.05490  0.314
C 5.78954 -0.11751 0.41659  -1.108
C 6.13046 -0.70924 1.61482  -0.775
C 5.10623 -1.19054 2.43470  -1.170
C 3.80738 -1.08455 2.01122  -0.579
N 3.44696 -0.55015 0.82214  1.118
H 4.21581 -3.36252 -4.00703  0.581
H 4.10885 -2.20695 -6.23993  0.495
H 2.62965 -0.20084 -6.46445  0.545
H 1.31482 0.54861 -4.51296  0.472
H 6.53205 0.26792 -0.26973  0.630
H 7.16723 -0.81143 1.90754  0.529
H 5.32592 -1.66174 3.38224  0.588
H 3.00132 -1.43337 2.63896  0.459
C -1.99349 0.26987 1.96646  -1.179
As -1.30161 -0.52008 0.28909  1.478
C -2.72676 0.37709 -0.75964  -1.712
C -2.37770 -2.21710 0.32876  -2.346
C -2.03605 -3.42668 1.20083  2.067
C -2.88966 -4.59674 0.67180  -2.160
C -0.58080 -3.88366 1.02455  -2.480
As 0.99233 -2.63122 1.21435  0.912
C 2.29138 -4.12081 1.29101  -1.207
C 0.82675 -2.54645 3.19956  -1.494
C -2.38191 -3.15946 2.68206  -1.349
As -4.24979 -3.57941 3.32942  0.348
C -5.26673 -1.95292 2.90116  -0.980
C -3.93030 -3.24739 5.22558  -1.117
H -3.04293 -0.00444 2.05101  0.476
H -1.92970 1.35466 1.88919  0.733
H -1.45509 -0.05764 2.84814  -0.146
H -3.63498 0.37106 -0.16140  0.842
H -2.92953 -0.13603 -1.69531  0.425
H -2.45858 1.41322 -0.96867  0.402
H -2.41585 -2.53536 -0.71902  0.640
H -3.38551 -1.88871 0.59373  0.836
H -2.60464 -4.87910 -0.34562  0.553
H -3.94523 -4.32936 0.66055  0.582
H -2.77721 -5.47280 1.31088  0.473
H -0.49996 -4.32356 0.03426  0.903
H -0.36890 -4.68396 1.73569  0.949
H 2.05363 -4.73634 2.15595  0.555
H 3.31215 -3.75009 1.39255  0.316
H 2.26116 -4.74061 0.39646  0.408
H 0.43226 -3.50610 3.52184  0.760
H 0.14796 -1.76689 3.52371  -0.561
H 1.80040 -2.41110 3.66807  0.766
H -2.15760 -2.12263 2.95143  -0.390
H -1.77608 -3.80876 3.31752  0.888
H -5.58446 -1.93114 1.85973  0.293
H -4.69599 -1.05413 3.14707  0.214
H -6.16142 -1.97375 3.52188  0.470
H -3.21696 -3.96133 5.63225  0.346
H -4.87083 -3.36660 5.76023  0.421
H -3.56813 -2.22915 5.38079  0.310
C 0.49905 6.92492 3.25228  -1.543
C 0.74455 5.45346 3.16867  0.833
C 1.87802 4.87891 3.74854  -0.940
C 2.11796 3.51939 3.65076  -0.921
C 1.20683 2.71387 2.97775  0.867
C 0.04570 3.24955 2.43661  -0.226
C -0.17114 4.61090 2.52463  -1.097
S 1.56426 0.96407 2.95183  0.804
C 0.38869 0.59577 4.26867  -1.331
O 0.99233 0.30366 1.63791  -0.720
H 1.39559 7.46520 3.54703  0.409
H -0.27368 7.13103 3.99701  0.336
H 0.14274 7.32417 2.30292  0.396
H 2.57826 5.50754 4.28362  0.474
H 3.00873 3.08888 4.09597  0.518
H -0.66727 2.60634 1.93579  0.020
H -1.07230 5.03823 2.10136  0.527
H -0.56190 1.09010 4.09305  0.693
H 0.85648 1.02411 5.15785  0.491
H 0.27968 -0.47278 4.41989  0.656

2.
This record from the OMol25 dataset describes 2 unconnected molecules or ions with the total composition C5H15N2. The level of theory is wB97M-V/def2-TZVPD.

Its electronic energy is -8401.28401 eV. For the HOMO energy, the calculation gives -0.4509 Ha. Its total charge is +1. The energy relative to the best compared isomer or geometry (same formula, charge and spin) is 134.36 kJ/mol. The LUMO energy is -0.11314 Eh.

Each line ends with the natural charge from an NBO analysis.
Cartesian coordinates (Å):
C 1.65773 -0.34095 1.83174  -0.420
N 0.82272 -0.88978 0.72460  -0.536
C 0.02505 -2.08641 1.10618  -0.421
H 2.16756 0.55209 1.48595  0.239
H 1.00062 -0.07653 2.65524  0.235
H 2.36588 -1.09965 2.14719  0.235
H 1.42628 -1.12148 -0.06957  0.428
H 0.18108 -0.11536 0.41161  0.468
H 0.69841 -2.86521 1.44634  0.235
H -0.53996 -2.42456 0.24164  0.236
H -0.67211 -1.80565 1.89013  0.235
C -0.63631 1.93785 0.48521  -0.554
C -0.38559 1.70383 -0.81073  0.017
N -1.31423 1.36627 -1.78100  -0.586
C -0.98098 0.22094 -2.62062  -0.410
H -1.64903 1.90043 0.86789  0.218
H 0.14454 2.27079 1.14983  0.218
H 0.62507 1.77776 -1.20426  0.195
H -2.25074 1.31253 -1.39849  0.377
H -1.73745 0.09970 -3.39001  0.233
H -0.02538 0.40508 -3.11052  0.209
H -0.92317 -0.72170 -2.05836  0.151

3.
This record from the OMol25 dataset describes 2 unconnected molecules or ions with the total composition CF4N2. The level of theory is wB97M-V/def2-TZVPD.

Its electronic energy is -14879.85572 eV. For the HOMO energy, the calculation gives -0.4200 Ha. The energy relative to the best compared isomer or geometry (same formula, charge and spin) is 127.65 kJ/mol. The LUMO energy is -0.00212 Eh.

Each line ends with the natural charge from an NBO analysis.
Cartesian coordinates (Å):
C -1.43856 -0.94535 0.65397  0.667
N 1.22296 0.62111 -0.00487  0.212
N 0.95239 1.20729 -0.95808  0.220
F -1.26086 -1.10627 1.96281  -0.335
F -1.40383 0.34386 0.45468  -0.335
F 1.32208 -0.80240 0.01276  -0.256
F 0.60583 0.68177 -2.12126  -0.173

| no. | HOMO-LUMO gap (eV) |
| --- | --- |
| 1 | 3.81 |
| 2 | 9.19 |
| 3 | 11.37 |